1.
7
Properties=species:S:1:pos:R:3:forces:R:3:lowdin_charge:R:1 method="wB97M-V/def2-TZVPD" gap_ev=7.56 homo_ev=-7.9 max_force_ev_per_a=2.79 energy_ha=-760.2578 smiles="O[PH2]=P" spin_multiplicity=1 relative_energy_kj_mol=114.9 charge=0
O 1.714 0.394 -0.490 -2.1 1.2 0.0 -0.4254
P 0.090 -0.201 -0.337 -0.5 0.4 1.2 0.5000
P -2.171 0.264 -0.295 2.6 -0.1 0.9 0.2712
H 1.695 1.154 0.147 0.5 -0.7 -0.8 0.0373
H 0.165 -1.314 -1.136 0.5 -0.3 -0.5 -0.0733
H 0.500 -0.600 0.940 -1.0 -0.6 0.2 -0.0429
H -1.993 0.304 1.171 -0.1 0.2 -1.0 -0.2669

2.
8
Properties=species:S:1:pos:R:3:forces:R:3:lowdin_charge:R:1 method="wB97M-V/def2-TZVPD" gap_ev=9.53 homo_ev=-9.0 max_force_ev_per_a=3.61 energy_ha=-1158.5242 smiles="O[P@@H](P)=S" spin_multiplicity=1 relative_energy_kj_mol=25.6 charge=0
O 1.261 0.812 1.455 -0.6 -2.1 -2.9 -0.3402
P 0.534 -0.226 -1.418 0.9 3.1 0.5 0.6345
P 0.026 -0.113 0.722 1.9 0.3 1.1 0.0076
S -0.439 -1.688 1.754 0.0 0.5 -0.5 0.1197
H 0.821 1.281 2.118 -0.8 1.3 2.0 -0.0074
H -0.776 -0.517 -1.386 -1.9 -0.5 -0.6 -0.1830
H 0.891 -1.481 -1.338 0.8 -2.8 0.1 -0.1973
H -0.963 0.854 0.541 -0.3 0.2 0.3 -0.0339

3.
8
Properties=species:S:1:pos:R:3:forces:R:3:lowdin_charge:R:1 method="wB97M-V/def2-TZVPD" gap_ev="6.02 / 6.02" homo_ev="-7.6 / -7.6" max_force_ev_per_a=1.94 energy_ha=-1160.1915 spin_multiplicity=1 relative_energy_kj_mol=44.1 charge=0
Si 0.511 0.612 1.235 0.2 1.2 0.0 0.1047
Si -0.724 -0.070 -1.516 0.2 0.4 -1.2 -0.0005
Si -0.054 -1.343 0.229 -1.1 0.0 -0.3 0.2353
Si -0.981 1.998 -0.519 0.5 -1.8 0.6 0.2607
H 1.646 0.677 0.343 1.0 0.3 0.1 -0.1880
H -0.610 -0.379 -3.077 -0.2 0.1 1.6 -0.1349
H -0.838 -2.546 0.679 0.2 0.2 0.0 -0.1589
H 1.050 1.051 2.625 -0.8 -0.5 -0.8 -0.1185

4.
75
Properties=species:S:1:pos:R:3:forces:R:3:lowdin_charge:R:1 method="wB97M-V/def2-TZVPD" gap_ev=8.70 homo_ev=-9.6 max_force_ev_per_a=1.55 energy_ha=-1911.0165 spin_multiplicity=1 relative_energy_kj_mol=323.1 charge=0
O -1.662 -0.181 -2.649 -0.7 0.2 0.1 -0.0305
H -1.378 -0.372 -1.755 0.2 -0.2 0.4 0.0199
H -0.874 -0.291 -3.180 0.7 -0.1 -0.2 0.0096
O 3.097 -0.318 -2.145 0.4 0.2 -0.1 -0.0374
H 2.496 -0.370 -1.402 -0.6 -0.5 0.3 0.0184
H 3.701 0.388 -1.917 0.3 0.2 -0.2 0.0465
O -2.996 -1.129 3.399 -0.8 -0.3 -0.3 -0.0392
H -2.750 -0.275 3.044 0.2 0.5 0.0 0.0132
H -2.252 -1.384 3.946 0.4 0.2 0.4 0.0060
O -0.589 2.162 2.986 0.2 -0.6 1.0 -0.0540
H -1.347 1.886 2.470 -0.5 0.0 -0.2 0.0022
H 0.045 2.465 2.336 0.0 0.4 -0.4 -0.0063
O -3.108 1.373 1.625 0.1 -0.1 0.4 -0.0298
H -3.950 0.931 1.735 -0.3 -0.1 0.1 0.0581
H -3.134 1.721 0.734 0.2 0.2 -0.4 0.0488
O 2.730 4.083 0.389 0.6 0.2 -0.5 -0.0429
H 2.855 4.974 0.717 -0.1 0.3 0.0 0.0632
H 3.048 3.521 1.096 0.2 -0.5 0.5 0.0147
O -0.671 3.414 5.439 0.1 0.3 0.7 -0.0691
H -0.607 2.805 4.703 -0.1 -0.2 -0.9 -0.0387
H -0.874 2.860 6.192 -0.1 0.0 0.3 0.0170
O 0.299 -3.760 0.669 0.5 -0.3 0.3 -0.0367
H 0.177 -4.486 0.058 -0.1 -0.2 -0.2 0.0641
H -0.343 -3.918 1.361 -0.6 0.3 0.1 0.0514
O -4.174 -4.055 -0.800 -0.4 -0.8 0.2 -0.0824
H -4.059 -3.560 -1.611 0.2 0.3 -0.3 -0.0285
H -3.497 -3.718 -0.214 0.2 0.4 0.3 -0.0251
O 2.942 3.174 -3.274 0.0 -0.1 -0.3 -0.0396
H 3.074 2.770 -2.416 -0.1 0.0 0.3 0.0116
H 3.034 4.113 -3.115 0.1 0.2 0.1 0.0340
O -0.877 -0.136 0.192 -0.5 0.0 -0.4 -0.0367
H -0.230 0.262 -0.390 0.4 0.3 0.0 0.0476
H -0.373 -0.414 0.958 0.4 0.0 0.3 0.0206
O 2.693 1.691 2.058 1.0 1.1 -0.3 -0.0414
H 2.723 1.618 3.012 -0.1 0.1 0.2 0.0600
H 2.161 0.946 1.777 -0.7 -0.3 0.1 -0.0196
O -2.504 -2.353 1.013 0.3 -0.9 -0.6 -0.0453
H -2.752 -1.969 1.854 -0.4 0.2 0.8 -0.0159
H -2.026 -1.656 0.563 0.2 0.3 -0.4 -0.0041
O 3.961 -1.554 2.224 0.1 -0.1 0.2 -0.0218
H 4.572 -1.045 1.692 0.2 0.3 -0.2 0.0749
H 4.453 -2.337 2.472 0.2 -0.3 0.0 0.0727
O 0.310 3.125 0.673 -0.5 -0.5 -0.1 -0.0451
H 1.257 3.106 0.537 0.2 0.3 -0.1 -0.0201
H -0.013 3.754 0.028 -0.2 0.1 -0.1 0.0566
O -2.748 2.486 -2.232 -1.1 0.1 0.4 -0.0703
H -2.743 1.561 -1.985 0.0 -0.2 -0.2 -0.0075
H -1.867 2.649 -2.568 0.4 0.3 0.2 -0.0474
O -3.283 -2.382 -2.849 -0.7 -0.6 -0.2 -0.0412
H -2.872 -1.572 -2.546 0.3 0.5 -0.1 0.0031
H -2.768 -2.641 -3.613 0.1 0.0 0.1 0.0183
O 0.954 -0.341 -3.924 -0.6 0.4 -0.4 -0.0469
H 1.804 -0.256 -3.492 0.5 0.3 0.5 0.0119
H 0.882 -1.272 -4.132 -0.2 -0.5 -0.1 0.0149
O 1.451 -0.561 1.960 -0.7 0.2 -0.5 -0.0403
H 1.042 -1.017 2.696 -0.3 -0.1 0.3 0.0305
H 2.358 -0.865 1.963 0.3 -0.6 -0.1 -0.0026
O -0.248 3.084 -2.880 0.3 0.1 0.5 -0.0433
H -0.355 2.778 -3.780 0.1 -0.2 -0.9 0.0095
H 0.284 3.877 -2.957 0.2 0.1 0.0 0.0517
O -0.403 1.710 -5.458 -0.2 0.6 -0.1 -0.0399
H -0.077 1.147 -4.756 0.6 -0.7 0.1 -0.0162
H -1.274 1.365 -5.657 -0.3 0.0 -0.1 0.0514
O -0.337 -2.783 -4.184 0.1 0.0 0.0 -0.0262
H -0.980 -2.509 -4.838 -0.1 0.1 -0.3 0.0537
H -0.331 -3.739 -4.239 0.1 -0.3 0.0 0.0615
O -0.588 -1.062 4.702 -0.2 0.0 0.0 -0.0297
H -0.162 -0.289 5.072 -0.1 0.4 0.1 0.0596
H 0.135 -1.640 4.456 0.4 -0.4 0.1 -0.0093
O 1.642 -2.528 3.926 0.0 -0.2 0.2 -0.0201
H 1.535 -3.462 3.747 -0.2 -0.3 0.0 0.0769
H 2.480 -2.300 3.523 0.3 0.2 -0.1 0.0249
O 1.210 -2.082 -1.163 0.3 0.7 -0.6 -0.0510
H 0.826 -2.497 -0.390 -0.4 -0.2 0.6 -0.0248
H 1.846 -2.720 -1.486 0.2 -0.1 -0.2 0.0478

5.
81
Properties=species:S:1:pos:R:3:forces:R:3:lowdin_charge:R:1 method="wB97M-V/def2-TZVPD" gap_ev=10.91 homo_ev=-11.0 max_force_ev_per_a=3.14 energy_ha=-2064.0151 spin_multiplicity=1 relative_energy_kj_mol=0.0 charge=0
O 13.290 7.999 9.598 0.0 -0.2 0.3 -0.0627
H 13.915 8.263 8.908 0.0 0.1 0.5 0.0447
H 13.643 8.275 10.470 -0.2 0.0 -0.8 0.0387
O 11.618 11.168 11.107 -0.3 1.1 0.9 -0.0931
H 11.993 10.397 11.603 -0.2 0.4 0.2 0.0097
H 11.503 11.943 11.750 0.4 -1.6 -1.1 0.0677
O 7.743 19.253 10.163 0.3 -1.1 1.5 -0.0622
H 7.718 19.462 9.256 0.0 0.6 -1.7 0.0148
H 8.505 18.621 10.266 -0.5 0.7 0.2 0.0096
O 9.079 10.014 10.476 -0.2 0.6 -0.5 -0.0748
H 8.629 10.473 9.745 0.0 -0.3 0.1 0.0328
H 9.921 10.509 10.518 0.3 -0.1 0.4 0.0249
O 11.887 13.809 12.496 0.2 0.0 0.4 -0.0650
H 12.513 13.622 11.782 0.0 0.1 -0.6 0.0260
H 11.159 14.321 12.113 -0.2 -0.2 -0.4 0.0331
O 10.815 6.077 9.414 0.7 -0.2 -0.3 -0.0727
H 11.134 5.222 9.081 -0.1 0.5 0.2 0.0629
H 11.601 6.668 9.456 -0.3 -0.4 -0.1 0.0262
O 8.770 15.193 7.865 -0.4 0.2 0.9 -0.0670
H 8.106 15.707 8.404 0.4 -0.2 -0.7 0.0342
H 8.555 15.313 6.935 -0.2 0.1 0.1 0.0620
O 9.846 17.596 10.708 -0.6 -0.3 0.6 -0.0544
H 10.348 17.610 9.869 0.2 -0.2 -0.6 -0.0011
H 10.454 17.826 11.406 0.2 0.3 0.4 0.0675
O 15.731 12.693 11.135 0.0 0.8 -0.1 -0.0318
H 15.564 12.612 12.076 -0.2 0.2 0.9 -0.0101
H 16.132 11.863 10.944 0.5 -0.9 -0.7 0.0489
O 7.899 12.308 9.127 0.2 2.1 -0.8 -0.0744
H 7.028 12.495 8.740 0.0 -0.4 0.2 0.0520
H 8.313 13.209 8.929 -0.1 -1.6 0.3 0.0587
O 10.301 7.706 11.427 -0.5 1.4 0.2 -0.0702
H 10.199 6.906 10.926 0.1 -1.2 -0.3 -0.0011
H 9.876 8.359 10.821 0.3 -0.1 0.6 0.0313
O 10.866 17.152 8.407 -1.4 0.4 -1.0 -0.0429
H 10.264 16.418 8.189 -0.1 0.1 -0.1 0.0256
H 11.610 16.724 8.801 1.7 -0.6 0.6 -0.0149
O 5.669 14.174 10.460 -1.2 -0.2 -0.5 -0.0506
H 6.133 13.535 11.005 0.2 -0.3 0.3 0.0076
H 4.772 13.797 10.309 1.0 0.5 0.2 0.0788
O 9.459 14.675 11.348 0.5 0.6 0.1 -0.0410
H 9.373 15.558 10.952 0.0 0.2 0.0 0.0456
H 8.656 14.185 11.187 -0.5 -0.5 -0.2 0.0206
O 13.317 10.302 14.935 -1.6 0.6 -0.5 -0.0937
H 12.314 10.517 15.066 1.1 0.0 -0.2 0.0391
H 13.407 9.535 15.481 0.4 -0.7 0.7 0.0370
O 13.466 13.512 9.963 0.3 0.8 0.5 -0.0847
H 14.343 13.367 10.393 -0.3 -0.3 -0.5 0.0108
H 13.460 12.886 9.225 0.0 -0.2 0.1 0.0232
O 8.878 9.165 13.671 -0.2 -0.4 -0.7 -0.0539
H 7.961 9.232 13.384 -0.2 0.4 0.4 0.0515
H 9.213 8.600 12.948 0.5 0.1 0.2 0.0182
O 6.795 16.687 9.396 0.4 -1.4 -1.0 -0.0467
H 6.768 17.584 9.708 -0.1 0.8 0.8 0.0037
H 6.255 16.081 9.913 -0.1 0.2 0.2 0.0145
O 12.717 9.074 12.368 -0.5 -1.2 2.9 -0.0977
H 12.078 8.321 12.428 0.2 0.6 -1.0 0.0544
H 12.812 9.215 13.382 0.5 0.6 -2.1 0.0720
O 13.614 10.973 8.894 -0.3 -0.2 0.4 -0.0820
H 13.044 10.504 8.261 0.1 0.3 0.6 0.0571
H 13.161 10.946 9.778 0.0 0.0 -1.1 0.0299
O 8.805 14.668 14.067 0.7 0.2 -0.6 -0.0565
H 8.992 14.778 13.099 -0.2 -0.1 0.8 0.0174
H 7.905 14.368 14.141 -0.5 -0.1 0.0 0.0382
O 7.786 12.366 12.097 1.2 -1.1 0.1 -0.0874
H 7.924 11.604 11.471 -0.1 0.9 0.6 0.0320
H 8.548 12.238 12.721 -1.1 0.3 -0.6 0.0659
O 10.708 10.724 15.273 0.3 -0.4 0.2 -0.0478
H 10.596 11.682 15.360 0.0 0.4 -0.2 0.0222
H 10.078 10.359 14.637 -0.2 0.0 -0.1 0.0148
O 13.000 16.455 9.883 -0.2 0.4 -0.6 -0.0430
H 12.929 16.718 10.803 0.5 -0.3 0.3 0.0249
H 13.500 15.634 9.814 -0.1 -0.3 0.3 0.0253
O 15.264 12.255 13.761 -0.1 0.3 1.8 -0.0731
H 14.754 11.458 14.020 0.0 0.4 0.0 0.0277
H 15.385 12.744 14.625 -0.2 -0.8 -1.5 0.0970
O 13.735 16.062 12.825 0.4 -0.8 -0.4 -0.0818
H 12.983 15.423 12.851 0.9 0.2 0.1 0.0133
H 14.541 15.553 12.549 -1.3 0.6 0.4 0.0655
O 11.136 13.522 15.251 0.8 -0.7 0.4 -0.0594
H 10.317 14.002 15.139 -0.5 0.5 -0.5 0.0008
H 11.663 13.634 14.441 -0.5 0.0 0.1 0.0174

6.
84
Properties=species:S:1:pos:R:3:forces:R:3:lowdin_charge:R:1 method="wB97M-V/def2-TZVPD" gap_ev=9.02 homo_ev=-9.6 max_force_ev_per_a=1.72 energy_ha=-2140.3133 spin_multiplicity=1 relative_energy_kj_mol=352.1 charge=0
O -3.788 0.057 0.859 0.2 0.2 -0.1 -0.0282
H -3.066 0.131 1.483 0.3 -0.2 0.3 0.0526
H -4.571 -0.014 1.406 -0.3 0.1 0.2 0.0698
O -0.028 4.741 2.900 -0.3 0.0 0.0 -0.0324
H 0.558 4.130 2.453 0.2 -0.2 -0.3 0.0256
H 0.239 4.702 3.818 0.1 0.1 0.3 0.0488
O 4.886 -2.713 -2.076 -0.1 0.0 0.0 -0.0251
H 5.349 -3.381 -1.571 0.3 -0.1 0.1 0.0564
H 3.973 -3.000 -2.075 -0.2 -0.1 -0.1 0.0140
O -3.238 -2.686 -2.856 -0.5 0.4 -0.2 -0.0347
H -2.423 -3.126 -2.613 0.3 -0.1 0.2 -0.0239
H -3.368 -2.913 -3.776 -0.3 0.0 -0.2 0.0550
O -0.844 -4.696 3.658 0.2 -0.5 0.6 -0.0721
H -0.609 -3.801 3.411 0.2 0.6 0.2 -0.0200
H -1.006 -5.140 2.825 -0.4 0.2 -0.1 -0.0348
O -0.115 3.240 -3.564 0.6 -0.3 0.0 -0.0488
H -0.455 2.733 -4.301 0.1 -0.3 -0.2 0.0408
H -0.888 3.655 -3.181 0.0 0.5 0.1 -0.0398
O -2.785 3.615 2.657 -0.5 -0.4 -0.3 -0.0519
H -3.141 4.414 3.047 -0.1 0.2 0.0 0.0357
H -1.840 3.685 2.787 0.6 0.2 0.0 -0.0125
O -2.418 2.275 -0.515 0.3 0.4 -0.5 -0.0319
H -2.718 1.411 -0.234 -0.5 -0.4 0.0 0.0080
H -2.640 2.854 0.215 -0.2 0.2 0.5 0.0318
O 2.709 -0.821 0.378 0.1 -0.4 -0.4 -0.0307
H 3.535 -1.044 0.808 0.3 -0.1 0.0 0.0731
H 2.451 0.013 0.772 0.0 0.6 0.4 0.0092
O 5.329 1.832 0.123 0.1 -0.1 0.4 -0.0391
H 5.914 2.582 0.018 0.3 0.1 -0.1 0.0369
H 4.510 2.107 -0.290 -0.4 -0.1 -0.2 -0.0157
O -0.046 -1.937 3.999 1.1 -1.1 -0.7 -0.0710
H 0.042 -1.204 3.390 -0.1 0.3 0.1 -0.0087
H -0.788 -1.701 4.554 -0.4 0.2 0.3 -0.0314
O 1.678 -2.149 -1.754 -0.3 -0.7 -0.9 -0.0369
H 2.059 -3.021 -1.646 0.0 -0.3 0.2 0.0533
H 2.187 -1.590 -1.167 0.4 0.6 0.9 0.0043
O -1.824 -5.527 1.231 -0.1 -0.5 -0.1 -0.0399
H -1.456 -4.995 0.525 0.1 0.6 -0.2 0.0335
H -1.248 -6.289 1.283 0.0 -0.5 -0.1 0.0607
O 0.286 2.428 -0.343 0.4 0.3 0.5 -0.0424
H -0.440 2.796 -0.846 -0.6 -0.1 -0.1 0.0153
H 1.063 2.620 -0.867 0.4 -0.3 -0.3 0.0048
O -1.247 -0.223 -3.058 0.3 0.4 -0.2 -0.0317
H -1.557 -1.065 -3.391 -0.3 -0.3 0.0 0.0150
H -1.403 -0.266 -2.114 -0.1 0.0 0.4 0.0209
O 2.918 3.041 -1.413 0.2 0.1 0.6 -0.0293
H 2.614 3.937 -1.557 -0.3 0.4 -0.4 0.0705
H 3.663 2.942 -2.006 0.1 -0.4 -0.7 0.0769
O -5.280 -1.315 -1.194 -0.6 0.2 -0.1 -0.0552
H -4.554 -1.491 -1.791 0.3 -0.3 -0.2 -0.0141
H -4.866 -0.938 -0.417 0.2 0.0 0.0 -0.0255
O -2.194 4.756 -2.760 0.0 0.2 -0.1 -0.0353
H -2.539 5.228 -2.001 0.0 0.1 0.2 0.0582
H -2.610 3.895 -2.715 -0.6 -0.4 0.2 0.0414
O -0.009 0.760 3.345 -0.8 0.1 0.1 -0.0489
H 0.412 1.219 4.072 0.1 0.0 0.2 0.0516
H 0.636 0.787 2.639 0.3 0.2 -0.4 -0.0078
O -0.117 -0.221 0.183 -0.3 -0.9 0.3 -0.0296
H -0.223 0.730 0.154 0.0 0.9 -0.2 -0.0035
H 0.763 -0.374 -0.163 0.0 -0.1 -0.1 0.0040
O -1.644 -2.689 0.214 -0.2 -0.5 0.1 -0.0257
H -1.443 -2.841 -0.710 -0.1 0.0 -0.2 -0.0038
H -1.021 -2.016 0.487 0.2 0.6 0.2 0.0164
O 1.656 0.174 -3.639 0.5 0.3 -0.2 -0.0566
H 0.786 0.458 -3.358 -0.5 0.0 0.1 -0.0145
H 1.832 -0.610 -3.119 -0.1 -0.2 0.0 -0.0229
O 4.764 -0.078 -3.193 -0.1 0.6 -0.1 -0.0525
H 5.606 -0.175 -3.638 0.2 -0.1 -0.1 0.0314
H 4.523 -0.969 -2.939 0.2 -0.2 0.1 -0.0208
O -2.112 -0.903 5.129 -0.5 0.2 0.6 -0.0172
H -2.871 -1.341 4.743 -0.3 -0.3 -0.1 0.0701
H -2.084 -0.048 4.699 0.1 0.4 -0.2 0.0445
O -4.161 -3.793 1.049 -0.7 0.0 0.1 -0.0634
H -3.530 -3.212 0.625 0.3 0.2 -0.1 -0.0241
H -3.712 -4.636 1.107 0.2 -0.2 0.2 -0.0070
O 3.456 4.265 1.158 -0.3 0.0 0.6 -0.0360
H 3.402 4.138 0.211 0.0 -0.3 -0.3 -0.0057
H 4.360 4.041 1.379 0.3 -0.1 0.1 0.0375
O -0.747 -3.499 -2.365 0.0 -0.6 -0.1 -0.0379
H -0.539 -4.042 -3.126 0.0 -0.3 -0.2 0.0830
H 0.073 -3.047 -2.162 0.5 0.8 0.2 0.0152
O 2.375 1.468 2.130 -0.1 -0.4 -0.1 -0.0277
H 3.038 1.343 2.809 0.3 -0.1 0.2 0.0795
H 2.561 2.335 1.769 0.1 0.7 -0.4 0.0231